(1)
Here is C22H39ClN6O2Ti as an isolated structure in a non-equilibrium geometry from the OMol25 dataset. Energies are from wB97M-V/def2-TZVPD.

ORCA input file:
```
! RIJCOSX wB97M-V def2-TZVPD def2/J DEFGRID3
* xyz 2 3
Ti -2.45 -1.84 -0.69
C -2.97 -0.46 1.76
C -3.23 0.41 0.51
N -3.77 -0.39 -0.60
C -5.03 -1.11 -0.33
C -5.01 -2.55 -0.88
N -3.76 -3.30 -0.64
C -3.60 -3.94 0.68
C -3.45 -2.90 1.80
N -2.55 -1.82 1.37
H -3.86 -0.50 2.39
H -2.19 0.04 2.35
H -2.29 0.85 0.15
H -3.90 1.25 0.79
H -3.90 0.21 -1.42
H -5.89 -0.59 -0.78
H -5.20 -1.13 0.74
H -5.16 -2.52 -1.97
H -5.87 -3.09 -0.46
H -3.69 -4.02 -1.36
H -2.68 -4.55 0.62
H -4.44 -4.61 0.91
H -3.07 -3.41 2.69
H -4.43 -2.50 2.06
H -1.63 -2.00 1.77
C 3.91 2.15 -2.52
C 3.43 0.80 -1.97
C 2.28 0.32 -2.87
C 4.58 -0.20 -2.09
C 2.91 0.96 -0.49
O 1.66 1.65 -0.47
C 3.96 1.71 0.36
C 3.69 1.87 1.87
C 2.43 2.61 2.19
C 2.30 3.97 1.88
C 1.16 4.67 2.19
C 0.11 4.02 2.83
Cl -1.35 4.88 3.21
C 0.22 2.69 3.18
C 1.38 1.99 2.86
C 2.63 -0.39 0.21
N 1.51 -1.13 -0.29
C 0.23 -0.78 -0.27
N -0.51 -1.80 -0.70
C 0.40 -2.78 -0.96
N 1.63 -2.38 -0.72
H 4.14 2.05 -3.57
H 4.82 2.49 -2.03
H 3.15 2.92 -2.43
H 2.59 0.39 -3.91
H 1.40 0.94 -2.74
H 2.03 -0.72 -2.68
H 4.92 -0.21 -3.12
H 4.27 -1.21 -1.83
H 5.43 0.08 -1.47
H 1.83 2.58 -0.66
H 4.09 2.70 -0.06
H 4.91 1.18 0.26
H 4.53 2.45 2.26
H 3.70 0.91 2.38
H 3.13 4.48 1.41
H 1.08 5.72 1.97
H -0.57 2.21 3.73
H 1.47 0.96 3.17
H 2.41 -0.16 1.26
H 3.51 -1.03 0.16
H -0.10 0.20 0.03
H 0.17 -3.77 -1.32
O -2.56 -1.92 -2.87
H -3.03 -1.32 -3.47
H -1.85 -2.31 -3.40
*
```

Results
**HOMO-LUMO gap (spin up / spin down)**: 6.8 / 7.4 eV
**M**: 502.9 Da
**⟨S²⟩**: 2.004
**F_max**: 2.83 eV/A
**Lowest unoccupied orbital energy (spin up / spin down)**: -5.56 / -5.62 eV
**Calculated total energy**: -2649.8778 hartree

=====

(2)
Here is a 5-piece molecular cluster, C14H25N3O2 overall in a non-equilibrium geometry from the OMol25 dataset. Energies are from wB97M-V/def2-TZVPD.

ORCA input file:
```
! RIJCOSX wB97M-V def2-TZVPD def2/J DEFGRID3
* xyz 0 1
C 1.76 0.25 -1.06
C 3.28 -0.10 -1.01
C 3.50 -0.62 0.39
O 2.38 -0.20 1.16
C 1.24 0.02 0.34
H 1.28 -0.37 -1.82
H 1.74 1.27 -1.44
H 3.81 0.84 -1.19
H 3.59 -0.65 -1.89
H 4.40 -0.20 0.84
H 3.60 -1.71 0.44
H 0.67 0.86 0.74
H 0.60 -0.86 0.41
C -2.80 1.12 -0.63
C -2.29 1.93 0.56
C -2.18 3.39 0.01
O -2.51 3.28 -1.38
C -2.36 1.95 -1.82
H -3.88 1.06 -0.56
H -2.39 0.11 -0.54
H -1.32 1.56 0.89
H -2.92 1.88 1.45
H -1.13 3.66 0.12
H -2.91 4.10 0.39
H -1.35 1.73 -2.20
H -2.96 1.69 -2.69
C -0.36 1.48 3.62
C -0.03 1.35 5.03
N 0.23 1.28 6.14
H -1.30 2.03 3.58
H -0.45 0.52 3.10
H 0.40 1.97 3.01
C 3.92 -3.02 -2.98
C 3.07 -4.19 -3.19
N 2.45 -5.14 -3.38
H 3.74 -2.66 -1.97
H 3.66 -2.20 -3.64
H 4.96 -3.28 -3.19
C -3.09 -2.58 0.68
C -4.38 -1.90 0.77
N -5.40 -1.37 0.84
H -2.94 -3.20 1.56
H -2.28 -1.86 0.69
H -3.06 -3.23 -0.19
*
```

Results
**HOMO-LUMO gap**: 10.1 eV
**M**: 267.4 Da
**F_max**: 1.72 eV/A
**Energy above the lowest of the compared OMol25 structures with the same formula, charge and spin**: 50.6 kcal per mole
**Lowest unoccupied orbital energy**: 0.12 eV
**SMILES**: C1CCOC1.C1CCOC1.CC#N.CC#N.CC#N
**Calculated total energy**: -863.0961 hartree

=====

(3)
Here is C6H8LiO6Sm as an isolated structure in a non-equilibrium geometry from the OMol25 dataset. Energies are from wB97M-V/def2-TZVPD.

ORCA input file:
```
! RIJCOSX wB97M-V def2-TZVPD def2/J DEFGRID3
* xyz 2 6
Li -2.94 1.29 1.95
O -1.54 1.91 0.66
O 0.63 2.29 0.12
C 0.90 -1.81 -0.72
C 0.92 -0.54 0.09
O -0.45 0.46 -0.52
C -0.49 1.64 0.07
H 0.89 -1.62 -1.80
H 0.58 -2.23 0.39
H 1.89 -2.30 -0.67
H 0.79 -0.75 1.17
Sm -2.96 0.31 -0.90
O -3.35 -0.17 0.90
O -2.37 -2.22 1.19
C 1.82 1.72 -0.51
C 2.12 0.37 0.09
O -3.11 -1.48 -0.78
C -3.01 -1.39 0.51
H 1.68 1.63 -1.59
H 2.60 2.46 -0.33
H 2.45 0.52 1.13
H 2.96 -0.08 -0.45
*
```

Results
**HOMO-LUMO gap (spin up / spin down)**: 9.2 / 9.8 eV
**M**: 333.4 Da
**⟨S²⟩**: 8.761
**F_max**: 14.57 eV/A
**Energy above the lowest of the compared OMol25 structures with the same formula, charge and spin**: 36.5 kcal per mole
**Lowest unoccupied orbital energy (spin up / spin down)**: -8.43 / -7.86 eV
**Calculated total energy**: -1349.6957 hartree

=====

Copy entry 2 word for word.
Here is a 5-piece molecular cluster, C14H25N3O2 overall in a non-equilibrium geometry from the OMol25 dataset. Energies are from wB97M-V/def2-TZVPD.

ORCA input file:
```
! RIJCOSX wB97M-V def2-TZVPD def2/J DEFGRID3
* xyz 0 1
C 1.76 0.25 -1.06
C 3.28 -0.10 -1.01
C 3.50 -0.62 0.39
O 2.38 -0.20 1.16
C 1.24 0.02 0.34
H 1.28 -0.37 -1.82
H 1.74 1.27 -1.44
H 3.81 0.84 -1.19
H 3.59 -0.65 -1.89
H 4.40 -0.20 0.84
H 3.60 -1.71 0.44
H 0.67 0.86 0.74
H 0.60 -0.86 0.41
C -2.80 1.12 -0.63
C -2.29 1.93 0.56
C -2.18 3.39 0.01
O -2.51 3.28 -1.38
C -2.36 1.95 -1.82
H -3.88 1.06 -0.56
H -2.39 0.11 -0.54
H -1.32 1.56 0.89
H -2.92 1.88 1.45
H -1.13 3.66 0.12
H -2.91 4.10 0.39
H -1.35 1.73 -2.20
H -2.96 1.69 -2.69
C -0.36 1.48 3.62
C -0.03 1.35 5.03
N 0.23 1.28 6.14
H -1.30 2.03 3.58
H -0.45 0.52 3.10
H 0.40 1.97 3.01
C 3.92 -3.02 -2.98
C 3.07 -4.19 -3.19
N 2.45 -5.14 -3.38
H 3.74 -2.66 -1.97
H 3.66 -2.20 -3.64
H 4.96 -3.28 -3.19
C -3.09 -2.58 0.68
C -4.38 -1.90 0.77
N -5.40 -1.37 0.84
H -2.94 -3.20 1.56
H -2.28 -1.86 0.69
H -3.06 -3.23 -0.19
*
```

Results
**HOMO-LUMO gap**: 10.1 eV
**M**: 267.4 Da
**F_max**: 1.72 eV/A
**Energy above the lowest of the compared OMol25 structures with the same formula, charge and spin**: 50.6 kcal per mole
**Lowest unoccupied orbital energy**: 0.12 eV
**SMILES**: C1CCOC1.C1CCOC1.CC#N.CC#N.CC#N
**Calculated total energy**: -863.0961 hartree

=====

The lowest M belongs to which entry? C14H25N3O2

=====

Which of these has the highest M? C22H39ClN6O2Ti